This record from the Open Molecules 2025 dataset describes C18H36F6KN3O7P as an isolated structure. The level of theory is ωB97M-V with the def2-TZVPD basis set.

Last column: Mulliken charge in e.
Cartesian coordinates (Å):
K1 -1.396 -0.691 -2.599  0.968
C1 -4.638 -4.082 -5.015  0.072
O1 -5.457 -3.273 -4.067  -0.333
O2 -3.339 -4.317 -4.447  -0.846
C2 -5.477 -5.273 -5.555  0.672
F1 -4.733 -6.005 -6.396  -0.273
F2 -5.925 -6.151 -4.633  -0.277
F3 -6.583 -4.975 -6.270  -0.296
C3 -6.066 -3.846 -2.845  -0.110
C4 -6.620 -2.791 -1.913  -1.189
H1 -6.938 -3.292 -0.999  0.373
H2 -5.878 -2.020 -1.705  0.249
H3 -7.511 -2.309 -2.316  0.315
H4 -5.315 -4.355 -2.241  0.279
H5 -6.878 -4.559 -2.987  0.243
H6 -4.560 -3.440 -5.892  0.149
C5 4.544 -2.287 0.318  -0.201
O3 5.657 -2.709 -0.522  -0.262
O4 3.306 -2.478 -0.412  -0.899
C6 4.739 -2.793 1.811  0.811
F4 3.930 -2.072 2.615  -0.281
F5 4.535 -4.076 1.943  -0.262
F6 5.968 -2.466 2.241  -0.285
C7 6.876 -2.101 -0.480  0.007
C8 7.814 -2.836 -1.449  -1.233
H7 8.701 -2.282 -1.754  0.356
H8 8.147 -3.808 -1.085  0.293
H9 7.151 -2.987 -2.301  0.307
H10 7.362 -2.297 0.476  0.173
H11 6.854 -1.023 -0.639  0.266
H12 4.565 -1.197 0.325  0.213
O5 -2.629 2.256 1.488  -0.901
P1 -2.539 2.418 2.934  0.246
N1 -0.981 2.983 3.447  0.282
C9 0.151 2.969 2.565  -1.072
C10 -0.567 3.267 4.896  -1.211
N2 -2.551 1.073 3.990  0.276
C11 -1.987 -0.181 3.376  -0.981
C12 -2.878 1.018 5.424  -1.054
N3 -3.639 3.528 3.594  0.335
C13 -3.371 5.005 3.768  -0.955
C14 -5.082 3.201 3.462  -1.057
H13 0.130 3.757 1.812  0.291
H14 0.164 2.043 1.990  0.283
H15 1.082 3.123 3.110  0.418
H16 -0.122 2.388 5.363  0.358
H17 -1.366 3.605 5.555  0.367
H18 0.240 3.999 4.926  0.449
H19 -1.791 -0.958 4.115  0.396
H20 -2.588 -0.446 2.506  0.278
H21 -0.979 0.043 3.026  0.274
H22 -3.486 1.864 5.745  0.300
H23 -3.463 0.124 5.637  0.413
H24 -1.955 1.010 6.004  0.328
H25 -3.362 5.456 2.776  0.336
H26 -4.018 5.551 4.455  0.323
H27 -2.331 5.119 4.073  0.285
H28 -5.582 3.727 4.275  0.340
H29 -5.276 2.129 3.501  0.329
H30 -5.347 3.541 2.460  0.326
O6 2.867 0.935 -4.738  -0.602
C15 3.919 1.544 -4.424  0.490
O7 3.943 2.648 -3.550  -0.319
C16 5.281 3.092 -3.393  -0.348
C17 6.186 2.405 -4.484  -0.566
C18 5.359 1.181 -4.973  -0.349
H31 5.644 2.807 -2.405  0.308
H32 5.362 4.152 -3.632  0.273
H33 7.139 2.121 -4.038  0.324
H34 6.381 3.021 -5.362  0.271
H35 5.721 0.299 -4.445  0.188
H36 5.486 0.979 -6.037  0.330

Calculated values
Highest occupied orbital energy = -3.657 eV
Total charge = -1
LUMO energy = 0.8 eV

---

This record from the Open Molecules 2025 dataset describes a 2-piece molecular cluster, C4H11N2 overall. The level of theory is ωB97M-V with the def2-TZVPD basis set.

Last column: natural (NBO) charge in e.
Cartesian coordinates (Å):
C1 1.349 0.940 1.195  -0.597
C2 1.097 1.657 -0.171  -0.409
C3 1.309 0.627 -1.286  -0.598
N1 -1.164 -0.644 0.079  0.275
C4 -1.938 -1.506 0.574  0.104
N2 -2.538 -2.413 -0.239  -0.689
H1 1.877 1.558 1.920  0.241
H2 0.425 0.568 1.648  0.180
H3 2.032 0.115 0.968  0.214
H4 1.859 2.412 -0.353  0.220
H5 0.117 2.137 -0.169  0.200
H6 2.369 0.440 -1.433  0.226
H7 0.911 0.963 -2.248  0.216
H8 0.663 -0.216 -1.032  0.178
H9 -2.320 -1.529 1.601  0.358
H10 -2.715 -2.197 -1.213  0.441
H11 -3.333 -2.911 0.158  0.442

Calculated values
Highest occupied orbital energy = -14.589 eV
Total charge = +1
LUMO energy = -9.8 eV

---

This record from the Open Molecules 2025 dataset describes C31H43ClF5N2O6OsSSeSi3Te as an isolated structure. The level of theory is ωB97M-V with the def2-TZVPD basis set.

Last column: Mulliken spin population.
Cartesian coordinates (Å):
Os1 -0.325 -0.761 0.061  2.947
C1 4.196 1.014 5.616  0.000
C2 3.945 -0.048 4.578  -0.001
C3 4.963 -0.832 4.065  0.001
C4 4.704 -1.787 3.089  0.011
Cl1 6.027 -2.756 2.465  0.000
C5 3.428 -1.971 2.606  -0.009
C6 2.389 -1.196 3.116  0.013
C7 2.650 -0.251 4.092  0.011
O1 1.698 0.549 4.635  0.003
C8 0.384 0.386 4.149  0.009
C9 0.228 0.926 2.735  -0.011
O2 0.974 1.863 2.372  -0.002
O3 -0.675 0.384 2.037  0.031
H1 5.243 1.010 5.924  0.000
H2 3.568 0.863 6.497  0.000
H3 3.949 2.005 5.223  0.000
H4 5.977 -0.696 4.424  0.000
H5 3.223 -2.698 1.831  -0.018
H6 1.391 -1.338 2.712  0.029
H7 -0.241 0.989 4.806  -0.001
H8 0.038 -0.644 4.185  0.000
O4 3.756 0.409 0.844  0.081
C10 2.663 0.087 0.493  0.053
N1 1.584 -0.232 0.096  -0.146
O5 -2.417 1.513 -0.623  0.014
C11 -3.021 0.480 -0.309  -0.080
C12 -4.524 0.421 -0.261  -0.013
C13 -4.824 -1.026 0.068  0.005
C14 -3.464 -1.667 0.308  -0.019
O6 -3.359 -2.811 0.650  0.024
N2 -2.435 -0.729 0.031  0.068
H9 -4.913 0.753 -1.224  0.000
H10 -4.873 1.120 0.500  0.001
H11 -5.295 -1.560 -0.756  -0.001
H12 -5.438 -1.172 0.954  0.000
C15 -1.049 5.580 2.367  0.000
Si1 -2.209 4.919 1.083  0.000
C16 -3.360 6.284 0.560  0.000
C17 -3.195 3.541 1.822  0.001
C18 -1.276 4.305 -0.427  0.007
Te1 0.079 2.747 0.115  0.191
C19 1.707 4.072 0.438  0.004
Si2 2.767 4.314 -1.095  0.004
C20 4.084 5.559 -0.678  0.000
C21 3.515 2.701 -1.572  -0.004
C22 1.745 4.995 -2.488  -0.001
H13 -1.635 5.942 3.219  0.000
H14 -0.443 6.414 1.994  0.000
H15 -0.369 4.800 2.734  0.000
H16 -3.961 6.630 1.413  0.000
H17 -4.048 5.935 -0.219  0.000
H18 -2.805 7.145 0.166  0.000
H19 -3.623 3.852 2.782  0.000
H20 -2.576 2.648 1.993  0.000
H21 -4.013 3.257 1.150  0.000
H22 -0.694 5.095 -0.912  0.001
H23 -1.979 3.858 -1.139  -0.001
H24 2.293 3.591 1.231  0.001
H25 1.308 5.022 0.809  0.000
H26 4.718 5.200 0.142  0.000
H27 3.631 6.510 -0.370  0.000
H28 4.730 5.755 -1.544  0.000
H29 4.135 2.299 -0.761  0.001
H30 4.133 2.805 -2.469  0.000
H31 2.739 1.952 -1.788  0.006
H32 1.396 6.012 -2.272  0.000
H33 0.863 4.367 -2.683  0.000
H34 2.336 5.022 -3.409  0.000
C23 -1.302 -4.723 -1.251  0.003
Si3 0.126 -4.566 -0.099  -0.012
C24 1.714 -4.415 -1.019  0.005
C25 0.175 -6.027 1.044  0.024
Se1 -0.119 -2.810 1.324  0.574
H35 -1.282 -5.693 -1.770  0.001
H36 -1.298 -3.919 -1.996  0.000
H37 -2.223 -4.639 -0.670  0.002
H38 1.945 -5.361 -1.531  0.001
H39 2.529 -4.182 -0.328  0.000
H40 1.658 -3.615 -1.766  0.001
H41 0.141 -6.981 0.497  0.002
H42 -0.688 -5.978 1.718  -0.002
H43 1.084 -6.007 1.658  0.002
F1 -1.242 3.744 -5.108  0.001
C26 -1.026 2.574 -4.489  0.011
C27 -2.085 1.803 -4.067  -0.010
F2 -3.337 2.235 -4.271  0.000
C28 -1.848 0.595 -3.435  0.013
F3 -2.926 -0.110 -3.084  0.009
C29 -0.575 0.134 -3.147  0.059
S1 -0.262 -1.375 -2.265  0.076
C30 0.468 0.933 -3.603  0.031
F4 1.739 0.572 -3.413  0.004
C31 0.259 2.124 -4.279  -0.007
F5 1.297 2.840 -4.749  0.000

Calculated values
Spin multiplicity = 5
Highest occupied orbital energy (alpha / beta) = -3.725 / -3.714 eV
Total charge = -1
LUMO energy (alpha / beta) = 1.9 / 0.5 eV

---

This record from the Open Molecules 2025 dataset describes a 9-piece molecular cluster, C15H49NO12 overall. The level of theory is ωB97M-V with the def2-TZVPD basis set.

Last column: Mulliken charge in e.
Cartesian coordinates (Å):
C1 -25.179 9.736 -1.395  -0.368
O1 -25.059 9.544 0.019  -0.557
H1 -24.250 10.063 -1.867  0.279
H2 -25.573 8.807 -1.813  -0.007
H3 -25.893 10.520 -1.653  0.331
H4 -24.276 8.957 0.080  0.436
C2 -26.792 5.754 -2.359  0.228
O2 -28.166 5.687 -2.571  -0.603
H5 -26.355 4.956 -1.750  -0.062
H6 -26.130 5.685 -3.233  -0.092
H7 -26.554 6.693 -1.841  0.273
H8 -28.478 6.381 -3.173  0.149
C3 -23.963 7.566 -4.899  -0.241
O3 -22.759 6.921 -4.573  -0.589
H9 -24.380 7.210 -5.848  0.202
H10 -24.799 7.395 -4.214  -0.079
H11 -23.816 8.644 -4.996  0.351
H12 -22.881 6.426 -3.753  0.353
C4 -25.404 3.641 -5.311  -0.124
O4 -25.529 2.635 -6.295  -0.578
H13 -26.085 3.451 -4.479  0.003
H14 -24.413 3.755 -4.864  0.263
H15 -25.742 4.546 -5.831  0.135
H16 -24.768 2.490 -6.854  0.302
C5 -27.295 7.840 -7.299  -0.700
O5 -27.580 6.752 -6.422  -0.388
H17 -28.060 8.612 -7.147  0.312
H18 -26.347 8.329 -7.060  0.206
H19 -27.345 7.445 -8.309  0.302
H20 -28.093 7.063 -5.668  0.252
C6 -30.706 5.133 -5.045  -1.259
C7 -31.393 6.516 -5.184  0.439
C8 -30.823 7.530 -4.205  -1.026
O6 -29.390 7.504 -4.294  0.048
C9 -28.830 8.551 -3.519  -0.904
N1 -31.208 7.009 -6.557  -0.829
H21 -30.682 4.757 -4.018  0.293
H22 -29.706 5.055 -5.467  0.298
H23 -31.365 4.426 -5.557  0.421
H24 -32.447 6.363 -4.955  0.390
H25 -31.026 7.291 -3.157  0.448
H26 -31.289 8.501 -4.397  0.318
H27 -27.747 8.524 -3.650  0.181
H28 -29.097 8.584 -2.458  0.380
H29 -29.153 9.530 -3.896  0.363
H30 -31.208 6.238 -7.219  0.306
H31 -30.225 7.282 -6.609  0.230
C10 -29.027 2.103 -2.072  -0.210
C11 -27.757 1.435 -1.612  -0.123
O7 -26.627 2.120 -2.125  -0.460
O8 -29.321 3.257 -1.258  -0.579
H32 -29.979 1.568 -2.051  0.383
H33 -28.930 2.502 -3.088  0.154
H34 -27.575 0.420 -1.978  0.317
H35 -27.739 1.323 -0.522  -0.025
H36 -26.343 2.898 -1.636  0.148
H37 -28.838 4.009 -1.618  0.268
C12 -26.209 2.203 1.912  -0.593
C13 -25.957 3.431 1.049  -0.570
O9 -24.750 3.271 0.245  -0.522
O10 -25.065 2.041 2.723  -0.545
H38 -26.357 1.329 1.274  0.277
H39 -27.111 2.429 2.489  0.347
H40 -25.601 4.223 1.719  0.427
H41 -26.745 3.835 0.421  0.581
H42 -24.116 2.906 0.876  0.312
H43 -25.211 1.357 3.380  0.309
C14 -22.934 6.123 0.317  -0.209
C15 -22.719 5.934 -1.174  -0.514
O11 -23.837 6.359 -1.922  -0.179
O12 -23.306 7.500 0.531  -0.604
H44 -22.007 5.935 0.867  0.486
H45 -23.642 5.393 0.718  -0.093
H46 -22.492 4.872 -1.308  0.382
H47 -21.786 6.433 -1.464  0.378
H48 -24.168 7.111 -1.411  0.106
H49 -23.126 7.685 1.458  0.262

Calculated values
Highest occupied orbital energy = -9.483 eV
LUMO energy = 0.4 eV
SMILES = COC[C@H](C)N.OCCO.OCCO.OCCO.CO.CO.CO.CO.CO

---

This record from the Open Molecules 2025 dataset describes C37H28Cl3F3N3O5OsPS2 as an isolated structure. The level of theory is ωB97M-V with the def2-TZVPD basis set.

Last column: Mulliken spin population.
Cartesian coordinates (Å):
Os1 0.387 -0.229 -0.586  2.699
Cl1 1.573 1.677 2.120  0.013
C1 0.471 1.300 3.392  -0.025
C2 0.937 1.310 4.697  -0.003
C3 0.051 1.097 5.738  0.005
C4 -1.287 0.876 5.462  -0.003
C5 -1.740 0.846 4.154  0.007
C6 -0.873 1.048 3.079  -0.011
P1 -1.412 0.927 1.310  0.109
C7 -3.158 0.455 1.629  0.015
C8 -4.200 1.375 1.694  0.007
C9 -5.456 0.980 2.129  -0.001
C10 -5.692 -0.334 2.503  0.003
C11 -4.666 -1.262 2.415  -0.001
C12 -3.410 -0.869 1.983  0.009
C13 -1.605 2.716 0.940  0.026
C14 -1.215 3.705 1.837  0.004
C15 -1.536 5.033 1.596  -0.001
C16 -2.236 5.390 0.457  0.002
C17 -2.603 4.414 -0.458  -0.004
C18 -2.287 3.087 -0.218  -0.008
H1 1.985 1.504 4.883  0.000
H2 0.405 1.128 6.760  0.000
H3 -1.991 0.733 6.272  0.000
H4 -2.790 0.672 3.972  0.002
H5 -4.041 2.407 1.420  0.001
H6 -6.250 1.714 2.192  0.000
H7 -6.666 -0.630 2.869  0.000
H8 -4.841 -2.291 2.703  0.000
H9 -2.603 -1.593 1.948  0.003
H10 -0.686 3.445 2.744  0.001
H11 -1.240 5.796 2.306  0.000
H12 -2.495 6.426 0.279  0.000
H13 -3.148 4.676 -1.355  0.000
H14 -2.612 2.342 -0.910  -0.009
N1 -0.580 -6.019 1.951  0.006
C19 -0.349 -4.813 1.376  0.010
C20 -1.396 -3.967 0.988  -0.002
C21 -1.111 -2.750 0.423  0.014
N2 0.138 -2.292 0.218  -0.018
C22 1.141 -3.124 0.546  0.014
C23 0.952 -4.359 1.114  -0.007
H15 -1.508 -6.269 2.235  0.000
H16 0.184 -6.554 2.320  0.000
H17 -2.426 -4.274 1.118  0.000
H18 -1.914 -2.106 0.098  -0.003
H19 2.140 -2.766 0.352  -0.018
H20 1.803 -4.983 1.353  0.000
Cl2 0.400 -0.523 -3.545  0.052
C24 0.488 1.176 -3.800  0.093
C25 0.457 1.716 -5.060  -0.096
C26 0.572 3.093 -5.215  0.177
C27 0.750 3.909 -4.105  -0.090
C28 0.795 3.365 -2.841  0.161
Cl3 1.171 4.359 -1.493  0.021
C29 0.607 1.969 -2.614  0.056
N3 0.595 1.428 -1.412  0.627
H21 0.346 1.075 -5.924  0.002
H22 0.563 3.528 -6.205  0.014
H23 0.885 4.976 -4.218  -0.002
F1 -2.283 -2.244 -3.968  0.000
C30 -3.142 -1.996 -2.977  -0.003
F2 -4.379 -2.106 -3.456  0.000
F3 -2.976 -2.944 -2.036  0.000
S1 -2.851 -0.310 -2.241  0.022
O1 -2.493 0.526 -3.348  -0.001
O2 -4.066 -0.024 -1.537  0.006
O3 -1.734 -0.614 -1.312  0.107
O4 6.114 -2.643 -5.749  0.000
C31 5.639 -1.409 -5.477  0.000
O5 5.814 -0.521 -6.263  0.000
C32 4.906 -1.225 -4.187  -0.002
C33 4.207 -0.034 -4.006  -0.007
C34 3.536 0.227 -2.828  -0.005
C35 3.535 -0.717 -1.802  0.052
S2 2.741 -0.441 -0.249  -0.022
C36 4.250 -1.903 -1.967  0.016
C37 4.930 -2.152 -3.147  -0.001
H24 5.856 -3.282 -5.081  0.000
H25 4.209 0.694 -4.807  -0.001
H26 3.021 1.167 -2.683  -0.012
H27 4.278 -2.623 -1.160  0.000
H28 5.505 -3.069 -3.217  0.000

Calculated values
Spin multiplicity = 5
Highest occupied orbital energy (alpha / beta) = -7.334 / -7.819 eV
LUMO energy (alpha / beta) = 0.1 / -1.2 eV

---

This record from the Open Molecules 2025 dataset describes C3H6O3 as an isolated structure. The level of theory is ωB97M-V with the def2-TZVPD basis set.

Last column: natural (NBO) charge in e.
Cartesian coordinates (Å):
C1 0.816 -0.136 -0.489  0.059
C2 -0.258 -0.909 0.234  0.038
C3 -0.342 0.521 0.592  -0.009
H1 2.787 0.420 -0.123  0.486
H2 0.809 0.240 -1.650  0.186
H3 0.315 -1.534 1.067  0.202
H4 -1.960 -0.669 -0.550  0.491
H5 -0.110 0.921 1.646  0.198
H6 -1.246 2.111 -0.353  0.468
O1 2.086 -0.375 -0.008  -0.723
O2 -1.515 -1.428 -0.142  -0.688
O3 -1.382 0.839 -0.223  -0.707

Calculated values
Highest occupied orbital energy = -8.537 eV
LUMO energy = 0.0 eV

---

| no. | maximum force (hartree/bohr) |
| --- | --- |
| 1 | 0.09973 |
| 2 | 0.03901 |
| 3 | 0.05574 |
| 4 | 0.04937 |
| 5 | 0.01871 |
| 6 | 0.18993 |